(1)
A cluster of 2 separate species, C3H2I2O in total in a non-equilibrium geometry, computed with the ωB97M-V functional and the def2-TZVPD basis.

Values from the calculation:
- Energy: -785.98018 Eh
- ΔE to the lowest compared entry with this formula, charge and spin: 3.093 eV
- E_LUMO (spin up / spin down): -0.0300 / -0.0559 hartree

Geometry as ORCA input:
```
! wB97M-V def2-TZVPD RIJCOSX def2/J DEFGRID3
* xyz 0 1
O 1.756 -0.303 -2.046
I -2.520 -0.438 -1.575
H -1.592 0.062 1.733
C -1.117 0.071 -0.227
H 0.212 0.380 1.256
I 2.659 0.030 0.772
C -0.837 0.149 1.062
C 1.440 0.049 -0.976
*
```

Mulliken population analysis, charges in e, atoms 1 to 6: -0.252, 0.212, 0.356, -0.359, -0.193, 0.042

---

(2)
The molecule C3H5BrN4 in a non-equilibrium geometry, computed with the ωB97M-V functional and the def2-TZVPD basis.

Values from the calculation:
- SMILES string: NN1C=CC(Br)=NN1
- Energy: -2910.20806 Eh
- ΔE to the lowest compared entry with this formula, charge and spin: 4.050 eV
- E_LUMO: 0.0150 hartree

Geometry as ORCA input:
```
! wB97M-V def2-TZVPD RIJCOSX def2/J DEFGRID3
* xyz 0 1
H 1.281 0.435 1.763
C 0.476 -0.901 -0.522
C -1.647 -0.111 -0.017
N -1.319 1.094 -0.023
H -1.264 -2.064 -0.898
H 1.243 -1.666 -0.640
H 0.140 2.214 -0.863
Br -3.497 -0.275 0.306
N 1.027 0.357 -0.278
C -0.851 -1.187 -0.429
N 1.779 0.594 0.953
N -0.028 1.393 -0.211
H 2.660 0.116 0.859
*
```

Mulliken population analysis, charges in e, atoms 1 to 6: 0.231, -0.301, 0.400, -0.362, 0.374, 0.375

---

(3)
A cluster of 2 separate species, C5H13NO in total in a non-equilibrium geometry, computed with the ωB97M-V functional and the def2-TZVPD basis.

Values from the calculation:
- SMILES string: CC(N)=O.CCC
- Energy: -328.25442 Eh
- ΔE to the lowest compared entry with this formula, charge and spin: 1.753 eV
- E_LUMO: 0.0304 hartree

Geometry as ORCA input:
```
! wB97M-V def2-TZVPD RIJCOSX def2/J DEFGRID3
* xyz 0 1
H 0.164 -2.465 -0.998
H -2.186 0.736 0.513
H 1.653 0.656 -1.092
H -1.190 -0.552 2.136
H -0.887 1.515 -0.132
H 1.004 1.058 2.779
H -0.073 2.222 1.898
H 0.469 -0.414 1.425
H -0.735 1.242 3.388
C -0.479 0.099 1.536
C 1.777 -0.289 -1.674
H -1.063 -0.134 -0.496
C -1.148 0.583 0.276
O -0.466 -0.119 -2.773
C -0.109 1.308 2.415
C 0.305 -0.772 -2.059
H 2.396 -0.847 -1.093
N -0.280 -1.937 -1.627
H -1.340 -1.941 -1.773
H 2.189 0.052 -2.649
*
```

Mulliken population analysis, charges in e, atoms 1 to 6: 0.173, 0.476, 0.239, 0.279, 0.448, 0.225

---

(4)
A cluster of 13 separate species, C21H68N2O13 in total in a non-equilibrium geometry, computed with the ωB97M-V functional and the def2-TZVPD basis.

Values from the calculation:
- Energy: -1928.23880 Eh
- ΔE to the lowest compared entry with this formula, charge and spin: 1.918 eV
- E_LUMO: 0.0048 hartree

Geometry as ORCA input:
```
! wB97M-V def2-TZVPD RIJCOSX def2/J DEFGRID3
* xyz 0 1
H -0.176 1.011 0.168
C 1.458 -1.105 2.519
O 4.346 -4.634 0.914
C -3.379 -2.133 3.551
C -3.088 -2.421 2.123
H 2.812 -5.240 -0.392
C 0.375 -0.210 3.008
H -3.028 -1.326 -0.898
H 2.516 -1.620 -3.858
H -3.040 2.442 -0.032
O 4.554 3.796 -0.053
O -2.351 4.870 -0.674
H -4.186 -2.591 0.620
H 1.604 -0.490 0.029
H -0.771 -6.035 2.053
H 0.331 -4.712 2.218
H 0.018 2.423 -2.766
H 3.847 2.125 0.782
H -0.298 0.371 2.378
C 2.163 3.048 -0.159
H -2.016 -1.113 -3.400
H -2.796 -3.491 2.025
H -1.420 1.820 -3.664
H -5.991 1.825 2.140
H -3.848 -1.229 3.681
H -5.322 1.133 0.429
H 5.359 3.560 0.412
H 3.350 -2.295 0.261
C 1.433 -1.649 -3.696
H -2.850 0.671 -0.123
H -0.831 0.163 -1.182
H 4.679 1.009 -1.168
N -0.271 -5.274 1.637
H -1.975 -2.790 -3.426
C -0.379 3.296 -4.728
H 0.875 0.378 3.750
H 1.108 -1.984 1.943
H 1.889 5.632 4.480
H -0.720 -0.673 0.149
H 3.196 -0.513 1.973
H 2.236 2.285 -0.863
O -5.086 2.128 2.097
H 2.012 4.057 -0.610
H -4.497 0.260 1.800
H -4.122 -2.881 3.867
C 1.176 4.627 3.022
H -1.623 3.239 -2.856
H -3.854 -3.821 -2.046
H 1.566 4.770 2.024
C 3.104 -4.421 0.283
C -0.783 -4.555 0.725
C -1.076 4.314 -0.533
O 0.778 -0.419 -3.616
H 5.060 -4.614 0.253
O 5.159 -0.888 -2.001
O 2.319 -0.253 1.825
H -2.537 4.908 -1.567
C -4.542 1.211 1.214
C 3.498 3.095 0.601
H 2.279 -4.385 1.002
H -2.270 -4.260 -0.372
H 4.029 -0.548 -0.371
C -3.188 -1.964 -1.704
H -0.009 4.279 -4.564
C 0.793 3.185 3.188
H 3.328 0.026 -1.715
H -1.518 2.228 -5.823
C -0.186 0.087 -0.354
H 0.200 5.191 3.038
H -4.101 -1.638 -2.124
O -1.360 3.175 -5.679
H 2.123 -2.765 -0.736
H -1.108 -1.911 -2.172
H 1.429 -2.091 -2.668
O -3.476 -3.295 -1.320
O 1.079 -0.349 -0.782
H -0.560 4.572 0.404
C 4.288 -0.022 -1.319
H 0.468 2.716 -5.185
O -0.163 -3.334 0.380
H 0.937 -0.116 -2.743
O -4.307 -2.223 1.474
O 2.131 4.835 4.015
H -2.311 1.358 1.146
H -2.529 -2.144 4.244
H 0.035 2.737 2.585
H 1.364 2.747 0.448
H -0.382 -0.853 3.469
H -0.431 4.695 -1.320
H 3.792 -3.133 -1.229
H 0.267 2.923 4.064
C -0.836 2.742 -3.409
H 1.925 -1.617 3.365
H -1.005 3.211 -0.777
C -3.202 1.498 0.482
H 5.411 -0.511 -2.841
N -1.808 -5.014 0.120
H -2.260 -1.808 1.704
C -2.019 -1.966 -2.743
H -2.187 -5.950 0.357
H 1.084 -2.236 -4.485
H 1.681 2.459 3.114
H 3.476 3.469 1.615
C 3.132 -3.091 -0.422
*
```

Mulliken population analysis, charges in e, atoms 1 to 6: -0.312, -0.059, -0.576, -1.641, 1.033, 0.315

---

(5)
The molecule C4H8N2 in a non-equilibrium geometry, computed with the ωB97M-V functional and the def2-TZVPD basis.

Values from the calculation:
- SMILES string: C=CN(N)C=C
- Energy: -266.59609 Eh
- ΔE to the lowest compared entry with this formula, charge and spin: 3.426 eV
- E_LUMO: 0.0403 hartree

Geometry as ORCA input:
```
! wB97M-V def2-TZVPD RIJCOSX def2/J DEFGRID3
* xyz 0 1
H 0.498 0.097 1.885
C 0.355 -1.006 -1.713
H -1.365 -1.522 -0.602
C 0.575 0.315 0.825
H 2.381 1.321 1.116
H -1.846 -0.268 1.693
N -1.923 0.256 0.821
H 1.719 1.346 -0.617
H 1.122 -0.321 -1.979
C 1.607 1.054 0.414
N -0.756 0.298 0.063
H -2.212 1.201 1.047
H 0.375 -1.943 -2.255
C -0.531 -0.828 -0.698
*
```

Mulliken population analysis, charges in e, atoms 1 to 6: 0.251, -0.814, 0.335, -0.051, 0.268, 0.235

---

(6)
A structure of composition C42H68Cl2NNdO8P2Si in a non-equilibrium geometry, computed with the ωB97M-V functional and the def2-TZVPD basis.

Values from the calculation:
- <S²>: 3.75
- Energy: -4751.79611 Eh
- E_LUMO (spin up / spin down): 0.0078 / 0.0078 hartree

Geometry as ORCA input:
```
! wB97M-V def2-TZVPD RIJCOSX def2/J DEFGRID3
* xyz 0 4
H 2.483 3.636 -0.632
N 5.725 -2.393 0.193
C -4.291 3.822 0.251
H -1.905 0.261 4.068
H -0.215 2.443 4.762
H -0.166 6.096 3.542
P 0.543 2.239 -1.827
H 4.019 -1.527 -0.778
H -1.724 3.408 -2.840
H 1.549 -1.461 3.406
C -4.355 -0.357 5.163
C -0.391 0.714 -5.535
O 2.481 -3.129 -1.587
C 1.407 4.626 3.497
H 5.977 2.287 -1.564
H -3.424 3.611 2.174
C -0.487 6.562 -3.207
C 4.598 1.396 -2.972
H 2.454 0.904 -1.500
H -2.663 -0.982 -3.736
H 5.123 1.084 -3.876
C -2.686 1.653 -0.501
H -1.774 5.234 -4.293
H -4.177 -0.511 -1.980
H -3.294 -2.005 -1.669
H -0.223 4.926 4.851
H -2.529 5.933 -2.868
H 2.695 0.849 -3.813
H 1.658 6.472 -3.414
H -3.991 -1.101 -0.342
H 2.098 5.311 3.992
C 6.732 -1.586 0.891
H 1.906 4.191 -3.906
H 4.840 -3.722 1.057
C 0.385 2.344 3.857
H -0.281 6.807 -2.162
H 4.950 0.445 0.230
H 5.594 -1.240 2.695
C -1.212 4.280 -2.429
C -3.555 2.266 -1.397
O 2.352 -2.089 1.339
H 3.873 4.230 -2.561
H -5.002 3.800 -1.772
O 0.778 -0.896 3.254
H 4.811 4.287 -1.078
H -3.062 -1.101 2.572
H 0.791 6.296 -4.937
O 1.711 0.988 1.075
C -3.588 -0.168 2.785
C 4.293 3.614 -1.768
H -1.552 4.395 -1.398
H 0.280 4.046 -4.584
C -4.342 3.344 -1.047
C -2.617 2.165 0.801
C -4.786 -0.435 3.704
H 0.231 2.975 1.806
H -1.268 4.707 2.031
C 1.656 3.197 3.995
O 0.412 -2.908 -0.531
H 1.023 2.078 -4.739
H 6.011 -2.639 -0.745
H -5.170 -0.672 5.818
H -0.812 7.479 -3.704
C -1.432 -0.150 -5.250
H -0.041 0.847 -6.549
H 1.510 1.540 0.298
H 0.769 4.633 -1.656
C 3.449 -2.505 1.020
O 0.636 -2.304 -2.757
C 0.865 4.487 -3.779
H 4.616 0.555 -2.276
C -0.222 1.270 -3.190
O 3.904 -3.672 1.398
H -2.696 2.607 4.658
C 3.137 1.700 -3.295
H 1.688 1.576 1.846
H 3.098 2.565 -3.957
H 6.473 0.193 2.127
C 2.412 1.900 -1.962
H 3.606 2.353 -0.196
H -5.575 0.299 3.524
C -3.482 -1.000 -1.299
C 4.706 -0.343 0.942
P -1.479 1.381 2.022
C -1.859 -0.296 -3.943
H -3.608 1.874 -2.403
C 0.302 4.021 -2.439
C -0.445 2.824 2.661
C 5.914 -0.685 1.812
H 1.593 4.692 2.423
C 3.168 2.888 -1.041
O 1.644 -1.034 -1.097
H -1.955 4.127 3.543
C -3.349 1.812 4.300
C -1.597 5.516 -3.253
H 5.892 3.126 -3.109
H -1.909 -0.705 -6.045
H -3.524 -1.047 5.316
H -3.949 0.236 1.835
C -2.594 0.819 3.420
H 7.418 -2.238 1.436
H -4.160 2.262 3.728
H 7.317 -0.972 0.195
C -1.034 4.203 2.970
C -1.286 0.408 -2.888
H 0.010 -1.526 3.298
Cl 1.288 -2.375 -1.518
H -4.776 1.638 5.900
Cl -1.169 -2.697 2.123
H -3.174 1.034 6.311
H 0.635 1.285 3.758
C -0.032 5.041 3.782
H -5.197 -1.420 3.485
C 0.780 6.017 -3.880
C 4.450 -1.671 0.215
Si -1.813 -0.004 -1.065
H 2.488 2.762 3.434
Nd 0.152 -1.025 0.664
C 0.208 1.416 -4.505
H -4.923 4.645 0.556
H 3.830 -0.036 1.512
C 5.295 2.617 -2.352
C -3.923 1.072 5.518
H 1.963 3.220 5.043
C -3.436 3.234 1.164
*
```

Mulliken population analysis, charges in e, atoms 1 to 6: 0.222, -0.582, -1.326, 0.696, 0.688, 0.536